Computed, not measured: a structure of composition C20H21N6O6ReS at a distorted geometry, with ωB97M-V/def2-TZVPD.

Summary:
Frontier orbital gap (spin up / spin down)   4.551 / 4.693 eV
HOMO level (spin up / spin down)   -17.2 / -17.2 eV
LUMO energy (spin up / spin down)   -12.651 / -12.508 eV
Energy relative to the best compared isomer or geometry (same formula, charge and spin)   0.463 eV
Molar mass   659.70 g mol⁻¹
Charge   +3
⟨S²⟩   0.7554
2S+1   2

The geometry in XYZ format:
```
55
C20H21N6O6ReS (ωB97M-V/def2-TZVPD)
C 1.5798 0.3210 4.8708
N 1.3453 1.6701 -0.1687
C -1.7973 -1.6331 -1.0360
C 2.5352 1.8798 -0.8476
C 1.9436 -0.5527 2.6966
C 3.2556 0.8736 -1.6709
H 9.3494 5.5321 -0.5850
C 2.3570 -0.4447 3.9956
N 2.0052 5.1513 0.5493
H 2.6382 -0.0076 -1.8413
H 0.4190 -4.6760 -1.8168
H 5.0177 4.5510 0.6709
H -1.9601 -4.5885 -2.6507
H 5.3655 2.8101 0.4746
C 8.5881 6.0584 -1.1551
H 4.0404 4.6337 -1.6404
H 3.5020 1.2892 -2.6483
H -2.3801 -0.7568 -0.7816
O 7.7817 3.3031 0.0829
C 5.2424 3.7610 -0.0466
H 8.7727 7.1247 -1.0572
O 6.7221 3.6875 -2.1616
H 4.1899 0.5619 -1.1971
O 3.6346 -1.9842 1.8044
H -0.2056 1.5254 5.0621
C 0.4253 0.9413 4.4054
H -3.3586 -2.5885 -2.1199
C -0.2276 -3.8302 -1.6138
O 2.8711 5.8408 0.0756
C 1.6085 -2.7471 -0.2733
C 1.9511 3.7577 0.1120
O 2.4227 -3.5947 -0.3079
N 1.7633 -1.4759 0.4802
N 2.9096 3.1309 -0.6746
C 7.1831 5.7520 -0.6133
H 6.3952 6.2453 -1.1866
C 0.2460 -2.7845 -0.8800
H 3.2518 -0.9669 4.3129
H 4.5710 2.9856 -1.9305
C 2.6134 -1.4103 1.6836
S 6.8876 4.0416 -0.7658
N 0.8308 0.0663 2.2401
H 1.8687 0.4171 5.9106
C 0.0683 0.8005 3.0809
N -0.5156 -1.6887 -0.5819
H -0.8303 1.2573 2.6840
C -2.3345 -2.6593 -1.7793
Re 0.5337 -0.1151 0.2335
C -1.5499 -3.7690 -2.0731
O 1.1042 5.4718 1.2853
H 0.0805 3.0745 0.9750
H 8.6706 5.8008 -2.2084
H 7.0874 5.9675 0.4519
C 0.9861 2.8922 0.4214
C 4.2243 3.6740 -1.1693
```

Atom charges from the Mulliken analysis, given in e for atoms 1 to 2:
1 C -0.275
2 N -0.286